[1]
The following is a quantum chemistry calculation of a structure of composition C37H20F8FeIP in a non-equilibrium geometry, from the OMol25 dataset.

CARTESIAN COORDINATES (ANGSTROEM)
Fe: -0.386 -0.144 -0.520
I: -0.741 2.378 -0.878
C: -2.911 2.402 -1.092
C: -3.340 3.179 -2.138
C: -4.697 3.470 -2.309
C: -5.592 3.052 -1.371
C: -5.181 2.239 -0.295
C: -6.138 1.864 0.668
C: -5.809 1.036 1.701
C: -4.519 0.508 1.755
C: -3.538 0.852 0.846
P: -1.998 -0.150 1.077
C: -2.725 -1.830 1.077
C: -3.753 -2.090 0.166
C: -4.300 -3.353 0.065
C: -3.828 -4.381 0.868
C: -2.767 -4.148 1.726
C: -2.187 -2.894 1.799
C: -1.702 0.376 2.812
C: -1.556 1.753 3.000
C: -1.328 2.277 4.255
C: -1.217 1.433 5.348
C: -1.352 0.066 5.172
C: -1.592 -0.461 3.916
C: -3.816 1.808 -0.173
H: -2.623 3.592 -2.830
H: -5.008 4.065 -3.151
H: -6.634 3.327 -1.440
H: -7.139 2.253 0.564
H: -6.534 0.756 2.449
H: -4.284 -0.208 2.532
H: -4.116 -1.295 -0.471
H: -5.088 -3.540 -0.650
H: -4.258 -5.367 0.804
H: -2.375 -4.946 2.341
H: -1.303 -2.762 2.405
H: -1.617 2.422 2.152
H: -1.221 3.344 4.383
H: -1.028 1.832 6.332
H: -1.254 -0.606 6.012
H: -1.704 -1.528 3.819
F: -2.719 -8.308 -3.847
C: -2.468 -7.351 -4.753
F: -1.355 -7.738 -5.410
F: -3.464 -7.419 -5.659
C: -2.308 -5.988 -4.160
C: -2.239 -4.893 -5.016
C: -2.039 -3.634 -4.493
C: -1.875 -3.463 -3.113
C: -1.961 -4.575 -2.266
C: -2.173 -5.832 -2.786
C: -1.543 -2.218 -2.541
C: -1.157 -1.192 -1.988
H: -2.351 -5.042 -6.080
H: -1.971 -2.784 -5.154
H: -1.825 -4.437 -1.205
H: -2.227 -6.694 -2.139
F: 0.754 -2.775 -0.413
C: 1.215 -2.232 0.745
C: 1.094 -0.851 0.877
C: 1.515 -0.349 2.105
F: 1.393 0.981 2.332
C: 2.006 -1.143 3.134
F: 2.350 -0.614 4.322
C: 2.100 -2.517 2.943
F: 2.523 -3.309 3.939
C: 1.714 -3.073 1.726
F: 1.785 -4.401 1.540

**⟨S²⟩**: 6.0298
**Calculated total energy**: -4123.54566 Eh
**Spin multiplicity**: 5
**Energy above the lowest of the compared OMol25 structures with the same formula, charge and spin**: 0.474 eV

Here are the Mulliken charges for atoms 1 to 5, given in e: number 1, Fe, carries -0.66; number 2, I, carries -0.04; number 3, C, carries -0.26; number 4, C, carries -0.56; number 5, C, carries -0.77


[2]
The following is a quantum chemistry calculation of a structure of composition C5H8O2S2 in a non-equilibrium geometry, from the OMol25 dataset.

CARTESIAN COORDINATES (ANGSTROEM)
C: -1.483 0.404 -0.104
C: -1.121 -1.180 0.295
C: -0.685 1.543 0.389
C: 0.167 -1.698 -0.269
C: 1.664 1.002 0.655
O: 2.801 -1.459 -0.651
O: 0.436 1.032 1.130
S: 2.340 1.611 -0.742
S: 1.598 -1.295 0.465
H: -1.575 0.411 -1.244
H: -2.555 0.484 0.306
H: -1.176 -1.230 1.381
H: -1.858 -1.696 -0.178
H: -0.534 2.379 -0.309
H: -1.210 2.011 1.275
H: 0.187 -1.643 -1.307
H: 3.004 -0.676 -1.094

**Calculated total energy**: -1141.97579 Eh
**Spin multiplicity**: 1
**Energy above the lowest of the compared OMol25 structures with the same formula, charge and spin**: 4.480 eV

Here are the Mulliken charges for atoms 1 to 5, given in e: number 1, C, carries -0.35; number 2, C, carries -0.71; number 3, C, carries -0.44; number 4, C, carries -0.37; number 5, C, carries 0.10


[3]
The following is a quantum chemistry calculation of the molecule C2HCl2N3 in a non-equilibrium geometry, from the OMol25 dataset.

CARTESIAN COORDINATES (ANGSTROEM)
C: 0.787 0.385 -0.089
C: 0.193 0.190 1.071
N: 0.312 -0.109 -1.290
N: -1.719 -0.988 -2.012
N: -0.739 -0.616 -1.594
Cl: -1.442 -0.444 1.320
Cl: 0.866 0.751 2.577
H: 1.742 0.831 0.017

**Calculated total energy**: -1161.36712 Eh
**Spin multiplicity**: 1
**Energy above the lowest of the compared OMol25 structures with the same formula, charge and spin**: 0.144 eV

Here are the Mulliken charges for atoms 1 to 5, given in e: number 1, C, carries -0.17; number 2, C, carries 0.38; number 3, N, carries -0.52; number 4, N, carries -0.53; number 5, N, carries 0.83